(1)
Formula: C4H7NO3
Source: the Open Molecules 2025 dataset
Level of theory: ωB97M-V/def2-TZVPD

```
15
Properties=species:S:1:pos:R:3:lowdin_charge:R:1
O 1.889 -0.209 -2.014 0.20
C 1.527 0.132 -0.963 -0.26
O -0.018 -1.032 -0.209 -0.23
O -0.970 0.165 1.615 0.08
N 0.523 -1.921 0.774 0.06
H 0.196 -1.556 1.676 0.07
H -1.835 1.841 -0.386 0.10
H -2.617 0.285 -0.512 0.10
H 0.042 -2.802 0.604 0.09
C -1.654 0.790 -0.604 0.01
H 1.543 0.508 1.077 0.08
C -0.728 0.236 0.440 -0.45
H 1.924 1.937 0.001 0.08
H -1.259 0.652 -1.607 0.09
C 1.439 0.974 0.108 0.00
```

Summary:
HOMO: -8.9 eV
Energy relative to the best compared isomer or geometry (same formula, charge and spin): 118.40 kcal/mol
SMILES string: CC(=O)ON.C=C=O
Largest force on an atom: 3.273 eV/A

(2)
Formula: C37H50Ge2N3OPdS2
Source: the Open Molecules 2025 dataset
Level of theory: ωB97M-V/def2-TZVPD

```
96
Properties=species:S:1:pos:R:3:lowdin_charge:R:1
H -5.510 1.991 2.581 0.12
H 1.657 0.007 5.399 0.10
H -0.484 -1.765 -3.511 0.10
H -0.081 -3.022 0.843 0.02
C -3.664 -5.376 0.801 -0.05
H 1.716 0.999 -1.474 0.05
C -2.301 -4.087 -0.681 -0.39
H 2.616 -4.576 -4.453 0.12
H -3.665 -6.699 -2.319 0.12
C 0.714 0.545 5.487 -0.31
C -1.012 1.490 -2.196 -0.34
S -1.308 -2.620 -0.954 1.04
C 1.871 -4.196 -3.765 -0.04
H -3.173 -0.426 -3.993 0.12
C 0.692 -4.384 -1.676 -0.08
C 2.594 -1.728 0.296 -0.12
H -0.822 2.140 3.051 0.06
H -2.004 0.702 -5.856 0.12
C 4.342 0.537 0.474 -0.12
H -0.960 5.766 -0.028 0.02
O 0.712 0.134 2.871 -0.65
C 3.663 0.025 -1.750 -0.12
C -1.726 0.920 -4.833 -0.05
H 4.192 -2.428 -1.035 0.12
H 2.922 4.776 -1.338 0.04
C 4.078 -1.744 -0.195 -0.12
H 1.594 -0.708 -1.917 0.11
C -0.072 -3.280 -2.044 -0.44
N 2.068 -0.361 0.104 -0.22
H 2.234 4.489 1.923 0.04
H 0.512 -4.895 -0.736 0.13
H -2.586 -3.605 1.392 0.10
H -4.076 -5.551 1.786 0.12
C -3.432 -6.021 -1.508 -0.05
C -2.024 0.562 -2.474 -0.13
C -4.570 1.970 2.046 -0.05
H -4.358 4.107 2.034 0.12
H 1.208 2.441 6.420 0.13
H 4.741 -2.069 0.605 0.13
H -0.243 2.372 -5.389 0.12
Ge 0.852 3.971 -0.160 0.72
H 0.512 4.512 2.315 0.03
H -2.173 -4.778 -2.721 0.12
C -4.013 0.755 1.670 -0.06
C 2.503 3.779 -1.184 -0.23
H 2.516 -1.979 1.353 0.13
H -2.562 0.084 -1.666 0.07
H 3.977 1.027 -2.040 0.12
C 2.852 0.600 0.929 -0.14
C 1.111 -3.090 -4.116 -0.05
C -2.163 1.937 0.629 -0.36
H 2.739 0.323 1.972 0.10
S -0.287 0.098 4.053 1.01
C 0.825 2.063 5.473 -0.22
H 0.168 0.183 6.361 0.11
H -1.218 2.388 6.073 0.12
C -0.116 5.567 -0.685 -0.22
C -2.830 -4.285 0.587 -0.08
H 1.985 -2.422 -0.280 0.08
H 3.232 3.189 -0.629 0.00
C 1.283 3.982 1.752 -0.24
H 4.685 1.515 0.135 0.12
N -0.639 -2.256 0.472 -0.39
H -0.625 3.617 4.961 0.12
H 2.357 3.327 -2.164 0.01
C -2.378 0.280 -3.785 -0.08
Pd 0.005 -0.160 0.723 0.75
H 0.401 2.869 -3.069 0.08
H -4.517 -0.172 1.909 0.12
C -3.923 3.162 1.735 -0.05
C 2.162 0.017 -1.335 -0.13
C -0.592 2.553 5.195 -0.21
N 4.475 -0.409 -0.624 -0.15
H 0.595 6.390 -0.598 0.04
H 2.429 1.592 0.789 0.06
C -2.724 3.146 1.035 -0.10
H -2.385 -0.229 0.708 0.05
Ge -0.496 1.890 -0.377 0.90
H 1.274 -2.597 -5.065 0.12
C -1.113 1.727 4.016 -0.30
H -2.231 4.083 0.801 0.08
C -3.970 -6.234 -0.245 -0.05
H 1.356 2.965 2.142 -0.02
C 1.670 -4.837 -2.543 -0.05
H 4.982 0.219 1.295 0.13
C -0.730 1.855 -4.572 -0.06
C -2.595 -4.941 -1.738 -0.07
H -4.632 -7.073 -0.077 0.12
C -2.808 0.739 0.978 -0.15
H -0.469 5.512 -1.713 0.03
H 2.271 -5.696 -2.276 0.12
H -2.192 1.572 4.028 0.09
H 3.830 -0.645 -2.593 0.13
C -0.366 2.127 -3.262 -0.11
H 1.512 2.378 4.685 0.11
C 0.129 -2.622 -3.249 -0.09
```

Summary:
Multiplicity: 2
HOMO (alpha / beta): -13.2 / -13.3 eV
Energy relative to the best compared isomer or geometry (same formula, charge and spin): 17.83 kcal/mol
Largest force on an atom: 1.864 eV/A
Charge: +2

(3)
Formula: C3H7N
Source: the Open Molecules 2025 dataset
Level of theory: ωB97M-V/def2-TZVPD

```
11
Properties=species:S:1:pos:R:3:lowdin_charge:R:1
N -0.250 -1.751 -0.205 0.17
H 0.759 -1.847 -0.360 0.12
H 1.636 1.206 0.554 0.11
H -1.586 -0.468 0.756 0.15
H 0.726 2.630 -0.105 0.11
H -0.783 0.783 -1.217 0.14
H 0.044 -0.552 1.457 0.13
C -0.511 -0.520 0.543 -0.22
H -0.595 -1.698 -1.168 0.12
C -0.181 0.648 -0.321 -0.03
C 0.740 1.570 0.065 0.20
```

Summary:
Multiplicity: 2
HOMO (alpha / beta): -15.9 / -15.4 eV
Energy relative to the best compared isomer or geometry (same formula, charge and spin): 51.49 kcal/mol
Largest force on an atom: 2.393 eV/A
Charge: +1

(4)
Formula: C28H51AsClN5O3PSr
Source: the Open Molecules 2025 dataset
Level of theory: ωB97M-V/def2-TZVPD

```
91
Properties=species:S:1:pos:R:3:lowdin_charge:R:1
C 0.140 -4.934 -1.367 -0.20
H -0.167 -5.650 -2.133 0.10
C -0.325 3.761 0.709 -0.60
H -2.863 -1.426 3.955 0.11
H 2.823 2.422 -4.308 0.03
C 4.984 3.048 -2.056 -0.19
Sr 1.484 0.977 -0.295 1.26
H -2.949 0.910 4.182 0.11
C -0.912 0.780 3.421 -0.21
As 4.470 1.348 -2.777 0.98
O 6.472 -1.171 -0.316 -0.05
C 4.035 0.658 1.745 -0.29
N -1.692 -1.555 2.252 -0.21
H -2.284 0.988 -0.631 0.08
C -3.260 0.568 -0.392 -0.23
C -0.052 -3.496 -1.872 -0.19
H -5.531 -0.324 0.918 0.10
H -4.129 -2.310 -0.922 0.11
H 5.619 -0.563 -3.829 0.04
H -1.687 -5.499 -0.332 0.11
H 0.071 -3.445 -2.957 0.11
C -1.426 -2.978 -1.467 -0.24
H -3.718 -0.102 -2.363 0.11
C 3.691 1.789 -4.490 -0.21
C -2.703 4.005 0.877 -0.14
C -1.620 3.756 -1.273 -0.08
C 4.597 -0.528 0.989 -0.13
H -1.591 -1.984 -1.886 0.10
C -4.183 -1.705 -0.004 -0.23
H 1.792 3.826 -1.086 -0.01
H 4.102 1.538 1.097 0.09
C -0.312 3.672 -0.706 -0.42
H -1.251 -4.066 1.690 0.10
H -0.687 1.662 4.026 0.10
C -0.773 -3.885 0.726 -0.24
N 2.618 0.435 2.100 -0.08
H -2.205 -3.638 -1.876 0.11
O 6.015 1.019 -0.158 -0.11
H 0.739 3.535 -2.556 0.02
H 0.250 -3.529 0.935 0.11
H 4.657 0.881 2.617 0.12
C 0.851 3.449 -1.479 -0.22
H -0.222 -5.956 0.521 0.10
H -3.697 -0.985 2.479 0.09
C -1.459 3.917 1.481 -0.15
H -3.599 4.124 1.471 0.09
H -4.159 -2.414 0.826 0.11
H 0.760 -0.342 4.257 0.09
H -0.481 0.938 2.429 0.07
C -0.299 -0.480 4.022 -0.19
H -3.716 3.982 -1.021 0.09
H 1.200 -5.118 -1.172 0.10
O 3.290 0.581 -1.901 -0.67
H -0.795 -0.713 4.971 0.10
H -3.700 1.215 0.380 0.10
H -1.359 3.964 2.559 0.10
H 2.307 1.059 2.835 0.05
C -5.486 -0.915 -0.002 -0.19
Cl 1.228 3.643 1.552 0.64
P -1.518 -1.281 0.569 0.49
C -2.427 0.589 3.273 -0.17
H 3.368 0.869 -4.974 0.03
H -0.414 -2.603 3.571 0.11
N -0.367 -0.386 0.141 -0.44
H 5.480 2.862 -1.107 0.02
C -5.568 0.012 -1.224 -0.20
C -0.674 -5.168 -0.085 -0.19
H 4.853 -1.349 1.664 0.11
C 5.825 -0.197 0.111 -0.72
H 6.385 -0.173 -2.256 0.01
H 0.377 -1.622 2.327 0.07
H -4.245 1.543 -2.041 0.10
C 5.974 0.237 -3.180 -0.19
H 2.473 -0.514 2.426 0.07
H -6.242 0.844 -1.005 0.10
C -4.175 0.544 -1.607 -0.17
H 4.074 3.634 -1.929 0.03
H 5.651 3.552 -2.757 0.04
C -2.756 3.921 -0.518 -0.14
H 0.692 -2.828 -1.433 0.10
H 4.407 2.310 -5.125 0.03
H -6.336 -1.601 0.020 0.10
H 6.722 0.833 -3.703 0.04
C -0.456 -1.646 3.032 -0.24
N -1.561 -2.892 -0.006 -0.21
C -2.748 -0.891 3.004 -0.21
H 3.847 -0.921 0.292 0.10
H -1.698 3.693 -2.353 0.10
H -2.792 1.209 2.452 0.08
H -6.004 -0.529 -2.068 0.10
N -3.052 -0.790 0.096 -0.21
```

Summary:
HOMO: -3.7 eV
Energy relative to the best compared isomer or geometry (same formula, charge and spin): 11.05 kcal/mol
Largest force on an atom: 0.233 eV/A
Charge: -1